Density functional theory data (ωB97M-V/def2-TZVPD) for an isolated ion of composition C3H9S2 and charge +1 at a distorted geometry.

Output
Strongest force on any atom   0.0284 hartree/bohr
LUMO   -0.1526 Ha
Electronic energy   -915.75546 Ha
HOMO energy   -12.78 eV
Total charge   +1
M   109.24 g mol⁻¹
Frontier orbital gap   8.6 eV

Last column: Mulliken charge in e.
Geometry (Å):
S  -1.9025  -1.6343  0.5704  -0.20
S  -0.0826  2.3744  -0.3418  -0.08
C  -0.0747  -1.7129  0.3316  -0.80
C  0.5979  -0.3222  0.2593  -0.69
C  -0.0146  0.5868  -0.8546  -0.29
H  0.6487  0.5773  -1.7307  0.40
H  0.5661  0.1969  1.2314  0.42
H  0.8271  2.5366  0.6770  0.31
H  0.3310  -2.2075  1.2244  0.36
H  1.6623  -0.4560  0.0057  0.34
H  0.3582  3.0997  -1.4161  0.31
H  -1.0110  0.2319  -1.1527  0.39
H  -2.0002  -0.9469  1.7575  0.15
H  0.0943  -2.3238  -0.5614  0.38